1.
A structure of composition C11H23BiClNO6P2 in a non-equilibrium geometry. Source: the OMol25 dataset; level of theory: wB97M-V/def2-TZVPD.

The geometry in XYZ format:
```
45
C11H23BiClNO6P2 (wB97M-V/def2-TZVPD)
Bi 0.25 0.69 0.89
P 2.21 -1.07 0.90
C 2.39 -1.50 -0.86
C 1.06 -1.77 -1.53
N -0.04 -1.15 -1.06
C -1.23 -1.42 -1.63
C -1.33 -2.22 -2.76
C -0.18 -2.77 -3.31
C 1.03 -2.54 -2.68
C -2.50 -0.83 -1.05
P -2.23 0.67 -0.04
H 1.97 -2.96 -3.05
H -2.30 -2.33 -3.23
H -0.23 -3.35 -4.21
H -3.16 -0.60 -1.90
H -3.02 -1.58 -0.42
H 2.89 -0.66 -1.39
H 3.04 -2.39 -0.98
H 1.72 3.97 -1.66
O 2.37 3.45 -2.17
H 2.38 3.93 -3.03
H -1.40 4.82 0.51
O -1.11 5.49 -0.14
H -1.52 6.31 0.18
C -2.36 2.02 -1.27
H -3.35 2.00 -1.75
H -2.24 2.99 -0.74
H -1.58 1.91 -2.04
C -3.66 0.82 1.06
H -3.53 1.75 1.63
H -4.60 0.87 0.49
H -3.69 -0.05 1.73
C 2.12 -2.66 1.79
H 3.02 -3.26 1.62
H 2.03 -2.43 2.87
H 1.24 -3.23 1.45
C 3.75 -0.28 1.43
H 3.63 -0.09 2.50
H 4.62 -0.93 1.26
H 3.89 0.66 0.87
O -0.02 1.34 4.75
Cl -0.05 -0.04 4.43
O 1.18 -0.70 4.69
O -1.17 -0.73 5.00
O -0.29 -0.13 2.85
```

* LUMO: -0.2952 Ha
* molecular weight: 571.69 g mol⁻¹
* ΔE to the lowest compared entry with this formula, charge and spin: 0.000 eV
* total charge: +2
* calculated total energy: -62472.284 eV
* E_HOMO: -0.591 Eh
* max |F|: 0.041 hartree/bohr
* Kohn-Sham gap: 8.053 eV

---

2.
The molecule C7H14O2. Source: the OMol25 dataset; level of theory: wB97M-V/def2-TZVPD.

The geometry in XYZ format:
```
23
C7H14O2 (wB97M-V/def2-TZVPD)
C -0.96 0.53 -0.01
C 1.33 -0.71 0.63
C -0.82 1.09 -1.44
C -1.68 -0.83 -0.05
C 1.77 -1.08 -0.79
C 0.41 0.50 0.66
C 0.83 1.59 1.28
O -1.81 1.45 0.66
O 0.81 -1.83 1.32
H -1.90 1.18 1.58
H 0.17 -2.28 0.76
H 2.22 -0.44 1.21
H -0.23 0.43 -2.06
H -0.34 2.06 -1.39
H -1.81 1.21 -1.87
H -2.70 -0.66 -0.42
H -1.75 -1.25 0.95
H -1.20 -1.53 -0.72
H 2.21 -0.22 -1.28
H 0.94 -1.45 -1.38
H 2.53 -1.87 -0.73
H 0.22 2.48 1.32
H 1.78 1.65 1.77
```

* LUMO: 0.0306 Ha
* molecular weight: 130.19 g mol⁻¹
* ΔE to the lowest compared entry with this formula, charge and spin: 0.937 eV
* total charge: 0
* calculated total energy: -11580.371 eV
* E_HOMO: -0.353 Eh
* max |F|: 0.011 hartree/bohr
* structure (SMILES): C=C([C@H](C)O)C(C)(C)O
* Kohn-Sham gap: 10.450 eV

---

3.
A cluster of 2 separate species, C3H5Br3N3O2 in total in a non-equilibrium geometry. Source: the OMol25 dataset; level of theory: wB97M-V/def2-TZVPD.

The geometry in XYZ format:
```
16
C3H5Br3N3O2 (wB97M-V/def2-TZVPD)
C 0.75 0.10 -1.17
C 0.32 0.02 0.29
C -1.20 -0.13 0.52
N 0.01 0.95 -2.05
N -1.92 1.05 0.20
N -0.91 1.67 -1.76
O -1.62 2.43 -2.35
O -1.47 -0.64 1.80
Br 1.22 -1.54 1.04
Br -1.63 2.45 1.35
Br 3.33 2.11 0.23
H 1.79 0.46 -1.21
H 0.72 -0.89 -1.64
H 0.69 0.88 0.87
H -1.59 -0.89 -0.18
H -1.24 0.04 2.45
```

* LUMO (alpha / beta): 0.0523 / 0.0704 Ha
* molecular weight: 354.80 g mol⁻¹
* ΔE to the lowest compared entry with this formula, charge and spin: 0.000 eV
* total charge: -1
* calculated total energy: -221882.079 eV
* E_HOMO (alpha / beta): -0.153 / -0.153 Eh
* max |F|: 0.032 hartree/bohr
* Kohn-Sham gap (alpha / beta): 5.600 / 6.091 eV

---

4.
A structure of composition C7H17N2 in a non-equilibrium geometry. Source: the OMol25 dataset; level of theory: wB97M-V/def2-TZVPD.

The geometry in XYZ format:
```
26
C7H17N2 (wB97M-V/def2-TZVPD)
C -1.20 2.39 0.94
C -1.69 -0.79 -1.54
C 0.59 -1.73 -0.95
C 0.36 0.70 -1.59
C -0.49 -1.07 1.85
C -0.30 -0.54 -1.05
C -0.65 0.01 0.88
N -0.96 1.17 1.01
N 2.33 0.85 1.24
H -2.22 2.74 0.84
H -0.41 3.11 1.06
H -2.16 -1.62 -1.03
H -1.64 -1.04 -2.60
H -2.32 0.09 -1.44
H 1.55 -1.48 -0.50
H 0.13 -2.55 -0.41
H 0.78 -2.08 -1.96
H -0.31 1.55 -1.59
H 1.26 0.94 -1.01
H 0.66 0.51 -2.62
H -1.07 -1.94 1.54
H 0.56 -1.35 1.86
H -0.79 -0.76 2.85
H 2.32 1.83 1.50
H 3.14 0.72 0.64
H 2.54 0.33 2.09
```

* LUMO: -0.1495 Ha
* molecular weight: 129.23 g mol⁻¹
* ΔE to the lowest compared entry with this formula, charge and spin: 1.689 eV
* total charge: +1
* calculated total energy: -10506.861 eV
* E_HOMO: -0.501 Eh
* max |F|: 0.075 hartree/bohr
* Kohn-Sham gap: 9.570 eV